No. 1
DFT (the ωB97M-V functional and the def2-TZVPD basis) results for a structure of composition C5H8O3Sm at a distorted geometry.

Positions of all 17 atoms, in Å:
O  0.69  -0.44  0.87
C  -0.19  0.71  0.53
C  0.53  1.29  -0.70
O  1.81  0.63  -0.67
C  1.79  -0.35  0.19
O  2.72  -1.15  0.32
Sm  5.30  -1.71  -0.49
C  -1.64  0.33  0.37
C  -1.83  -1.12  -0.05
H  -0.07  1.38  1.40
H  0.69  2.36  -0.63
H  0.04  1.04  -1.65
H  -2.15  0.53  1.33
H  -2.07  1.01  -0.38
H  -2.86  -1.43  0.14
H  -1.17  -1.80  0.52
H  -1.60  -1.28  -1.11

As for the expectation value of S²: 15.755. The HOMO energy (alpha / beta) is -9.3 / -14.7 eV. As for the total charge: +1. The multiplicity is 8.

---

No. 2
DFT (the ωB97M-V functional and the def2-TZVPD basis) results for a structure of composition C7H28BeN14O11S at a distorted geometry.

Positions of all 62 atoms, in Å:
Be  -0.40  0.58  -0.15
S  -5.28  0.75  -0.94
O  -4.39  -0.11  -0.17
O  -5.93  -0.08  -1.99
O  -6.22  1.38  -0.07
O  -4.39  1.72  -1.54
C  4.39  0.36  -3.84
O  3.72  0.30  -2.74
N  5.65  0.44  -3.96
N  3.88  0.47  -5.02
H  6.26  0.39  -3.16
H  6.18  0.54  -4.82
H  4.45  0.54  -5.84
H  2.89  0.54  -5.21
C  -1.71  -2.76  4.48
O  -1.06  -2.05  3.73
N  -2.35  -2.44  5.57
N  -1.66  -4.06  4.24
H  -2.12  -1.55  5.99
H  -2.91  -3.09  6.09
H  -1.23  -4.45  3.41
H  -2.22  -4.51  4.95
C  -2.80  3.45  4.13
O  -2.08  3.56  3.19
N  -2.35  3.47  5.39
N  -4.12  3.33  4.02
H  -1.39  3.23  5.58
H  -2.91  3.44  6.23
H  -4.64  3.30  3.15
H  -4.68  3.31  4.87
C  0.63  6.21  -0.95
O  0.33  5.11  -1.35
N  -0.24  7.02  -0.42
N  1.75  6.80  -0.95
H  -0.07  7.98  -0.17
H  -0.98  6.44  -0.04
H  1.96  7.73  -0.62
H  2.49  6.13  -1.14
C  0.54  -5.30  -0.66
O  0.58  -4.13  -0.63
N  -0.47  -6.03  -0.78
N  1.59  -6.03  -0.52
H  -1.34  -5.54  -0.60
H  -0.52  -7.01  -1.00
H  1.36  -6.98  -0.27
H  2.44  -5.73  -0.06
C  4.29  0.66  2.33
O  3.25  1.28  2.06
N  4.31  -0.51  2.86
N  5.48  1.00  2.03
H  3.43  -0.91  3.18
H  5.18  -0.93  3.16
H  6.21  0.31  2.04
H  5.30  1.64  1.27
C  -2.05  -2.06  -5.37
O  -1.48  -1.55  -4.43
N  -3.34  -2.00  -5.53
N  -1.44  -2.75  -6.26
H  -3.77  -1.62  -4.70
H  -3.64  -2.96  -5.65
H  -1.93  -3.63  -6.33
H  -0.45  -2.65  -6.07

The HOMO energy is -7.6 eV.

---

No. 3
DFT (the ωB97M-V functional and the def2-TZVPD basis) results for a structure of composition C44H40N5OPS2V at a distorted geometry.

Positions of all 94 atoms, in Å:
V  0.02  0.47  0.24
C  -1.88  3.83  2.24
C  -0.93  2.81  1.70
N  -1.31  1.66  1.22
N  -2.65  1.39  1.31
C  -3.14  0.26  0.74
N  -4.46  0.06  0.85
S  -2.12  -0.84  -0.01
C  0.51  3.02  1.64
C  1.17  4.12  2.17
C  2.54  4.21  2.06
C  3.23  3.20  1.40
C  2.51  2.13  0.89
N  1.19  2.04  1.01
H  -2.69  4.02  1.53
H  -2.33  3.51  3.19
H  -1.40  4.78  2.42
H  -3.25  2.06  1.76
H  -5.08  0.75  1.24
H  -4.86  -0.76  0.43
H  0.62  4.91  2.67
H  3.07  5.06  2.47
H  4.30  3.23  1.28
H  2.97  1.32  0.34
C  1.21  -7.49  -1.84
C  0.14  -6.65  -1.12
C  0.63  -6.35  0.29
C  -1.17  -7.44  -1.03
C  -0.09  -5.37  -1.92
C  -0.58  -5.47  -3.24
C  -0.80  -4.37  -4.02
C  -0.49  -3.12  -3.49
S  -0.74  -1.58  -4.22
C  -0.09  -0.78  -2.84
N  0.30  -1.63  -1.90
C  0.02  -2.99  -2.21
C  0.19  -4.12  -1.40
C  -0.19  0.69  -2.81
C  -0.19  1.33  -4.06
C  -0.39  2.69  -4.15
C  -0.61  3.41  -2.98
C  -0.60  2.76  -1.76
C  -0.38  1.39  -1.61
H  1.38  -8.41  -1.29
H  2.15  -6.94  -1.89
H  0.91  -7.75  -2.85
H  0.81  -7.29  0.82
H  -0.12  -5.80  0.87
H  1.56  -5.78  0.30
H  -1.03  -8.32  -0.40
H  -1.51  -7.80  -2.00
H  -1.97  -6.84  -0.60
H  -0.80  -6.45  -3.65
H  -1.19  -4.47  -5.03
H  0.53  -4.02  -0.39
H  0.01  0.78  -4.97
H  -0.37  3.18  -5.11
H  -0.78  4.48  -3.03
H  -0.75  3.37  -0.87
O  1.61  -0.01  -0.77
C  0.94  -1.16  -0.61
C  1.82  -2.16  0.09
C  2.80  -2.87  -0.60
C  3.70  -3.67  0.09
C  3.64  -3.75  1.48
C  2.70  -3.02  2.17
C  1.78  -2.22  1.48
P  0.58  -1.11  2.29
C  -0.83  -2.14  2.77
C  -0.96  -3.47  2.39
C  -2.12  -4.18  2.70
C  -3.14  -3.57  3.41
C  -3.00  -2.25  3.82
C  -1.85  -1.54  3.50
C  1.29  -0.69  3.91
C  1.94  0.53  4.10
C  2.50  0.86  5.33
C  2.41  -0.03  6.39
C  1.75  -1.24  6.22
C  1.20  -1.57  4.99
H  2.86  -2.80  -1.68
H  4.46  -4.22  -0.45
H  4.35  -4.37  2.02
H  2.67  -3.05  3.26
H  -0.16  -3.95  1.85
H  -2.21  -5.21  2.40
H  -4.03  -4.12  3.66
H  -3.78  -1.77  4.40
H  -1.75  -0.51  3.83
H  2.01  1.23  3.28
H  3.00  1.81  5.45
H  2.84  0.23  7.35
H  1.67  -1.93  7.05
H  0.67  -2.51  4.88

As for the expectation value of S²: 2.062. The HOMO energy (alpha / beta) is -9.4 / -9.7 eV. As for the total charge: +1. The multiplicity is 3.

---

Total energy per entry: -1078.72727 -2290.42800 -4131.32984 Ha
Energy above the lowest of the compared OMol25 structures with the same formula, charge and spin per entry: 0.0 1375.2 125.3 kJ/mol